1.
This record from OMol25 describes an isolated molecule of C4H9N in a non-equilibrium geometry. The level of theory is wB97M-V/def2-TZVPD.

The SMILES is C=C[C@H](C)N. The molar mass is 71.12 g/mol. Its LUMO energy is 1.2 eV. As for the energy above the lowest of the compared OMol25 structures with the same formula, charge and spin: 17.6 kcal/mol. Its HOMO energy is -9.4 eV. As for the orbital gap: 10.6 eV.

The geometry in ORCA input format:
```
! RIJCOSX wB97M-V def2-TZVPD def2/J DEFGRID3
* xyz 0 1
C 2.143 -0.026 -0.137
C 0.901 -0.090 0.380
C -0.386 -0.024 -0.316
C -1.111 1.239 0.045
N -1.301 -1.120 -0.048
H 2.969 0.027 0.570
H 2.288 0.135 -1.245
H 0.821 -0.047 1.483
H -0.110 -0.109 -1.379
H -1.445 1.053 1.075
H -0.457 2.063 -0.049
H -1.931 1.305 -0.682
H -0.890 -2.013 -0.257
H -1.413 -1.172 0.984
*
```

2.
This record from OMol25 describes C20H27AuN7O2S2 as an isolated structure. The level of theory is wB97M-V/def2-TZVPD.

The molar mass is 658.58 g/mol. Its LUMO energy is -3.6 eV. As for the energy above the lowest of the compared OMol25 structures with the same formula, charge and spin: 9.6 kcal/mol. Its HOMO energy is -11.0 eV. As for the orbital gap: 7.4 eV.

The geometry in ORCA input format:
```
! RIJCOSX wB97M-V def2-TZVPD def2/J DEFGRID3
* xyz 1 1
Au 0.313 0.339 0.632
C 2.499 -4.343 -3.129
C 3.178 -2.998 -2.930
N 2.225 -1.891 -2.833
C 1.569 -1.599 -1.693
S 0.420 -0.195 -1.877
N 1.751 -2.301 -0.630
N 1.132 -1.822 0.508
C 1.152 -2.582 1.539
C 1.828 -3.916 1.571
C 0.412 -2.077 2.754
C 0.256 -2.888 3.871
C -0.462 -2.410 4.960
C -0.998 -1.137 4.902
C -0.803 -0.395 3.746
N -0.125 -0.850 2.700
H 3.247 -5.132 -3.195
H 1.917 -4.356 -4.051
H 1.835 -4.568 -2.295
H 3.845 -2.766 -3.761
H 3.771 -2.992 -2.017
H 1.785 -1.590 -3.689
H 1.140 -4.698 1.242
H 2.182 -4.169 2.565
H 2.669 -3.912 0.882
H 0.671 -3.882 3.897
H -0.600 -3.029 5.835
H -1.566 -0.724 5.723
H -1.208 0.606 3.654
O 3.160 2.570 -3.131
S 2.813 1.258 -2.663
N 1.323 1.065 -2.471
C 6.504 1.910 4.044
C 5.378 2.136 5.040
N 4.053 2.125 4.410
C 3.196 0.976 4.675
C 3.627 -0.297 3.959
C 3.688 3.260 3.760
O 4.385 4.259 3.737
C 2.377 3.291 3.018
C 1.513 4.363 3.206
C 0.328 4.403 2.492
C 0.044 3.377 1.606
N 0.890 2.366 1.388
C 2.037 2.337 2.079
H 7.466 1.921 4.557
H 6.511 2.702 3.297
H 6.402 0.949 3.538
H 5.509 3.098 5.536
H 5.372 1.359 5.807
H 2.168 1.230 4.425
H 3.212 0.799 5.754
H 3.616 -0.181 2.874
H 2.954 -1.114 4.225
H 4.636 -0.589 4.250
H 1.783 5.149 3.899
H -0.372 5.217 2.610
H -0.873 3.369 1.033
H 2.706 1.517 1.859
*
```

3.
This record from OMol25 describes C21H20N2O4 as an isolated structure in a non-equilibrium geometry. The level of theory is wB97M-V/def2-TZVPD.

The molar mass is 364.40 g/mol. Its LUMO energy is -1.0 eV. As for the energy above the lowest of the compared OMol25 structures with the same formula, charge and spin: 461.6 kcal/mol. Its HOMO energy is -7.8 eV. As for the orbital gap: 6.7 eV.

The geometry in ORCA input format:
```
! RIJCOSX wB97M-V def2-TZVPD def2/J DEFGRID3
* xyz 0 1
O 0.754 5.414 0.604
C 1.610 4.723 -0.125
O 2.797 5.280 -0.590
H 2.831 6.071 -0.295
C 1.247 3.132 -0.695
H 1.223 3.174 -1.581
C -0.208 2.649 0.134
N -0.286 1.388 -0.435
C 0.065 0.459 0.496
O 0.406 0.618 1.744
C 0.038 -0.785 0.088
C -1.145 -1.567 -0.275
C -2.329 -1.286 -0.153
C -3.452 -1.707 -0.272
C -4.844 -1.331 -0.331
C -5.230 -0.061 0.367
C -6.440 0.215 0.376
C -7.539 -0.538 0.047
C -7.093 -1.655 -0.539
C -5.911 -2.124 -0.440
H -5.699 -3.174 -0.992
H -8.109 -2.345 -0.598
H -8.536 -0.048 0.088
H -6.771 1.424 0.843
H -4.379 0.827 0.286
H -3.291 -2.798 -0.657
H -2.388 -0.266 0.299
H -0.940 -2.540 -0.509
N 1.266 -1.621 0.095
C 2.548 -0.919 -0.062
O 2.537 0.436 -0.351
C 3.716 -1.730 -0.213
C 4.897 -1.206 -0.757
C 6.021 -2.097 -0.782
C 6.085 -3.217 -0.036
C 5.059 -3.398 0.707
C 3.860 -2.879 0.476
H 2.992 -3.211 1.500
H 5.064 -4.467 1.264
H 6.923 -3.587 0.073
H 6.985 -1.688 -1.144
H 4.651 -0.245 -1.085
H 1.277 -2.637 -0.024
H -0.350 0.955 -1.257
H -1.053 3.385 -0.559
H -0.010 2.831 1.039
H 2.114 2.578 -0.111
*
```

4.
This record from OMol25 describes a 2-piece molecular cluster, C8H19N3 overall in a non-equilibrium geometry. The level of theory is wB97M-V/def2-TZVPD.

The molar mass is 157.26 g/mol. Its LUMO energy is -8.4 eV. As for the energy above the lowest of the compared OMol25 structures with the same formula, charge and spin: 87.7 kcal/mol. Its HOMO energy is -17.5 eV. As for the orbital gap: 9.1 eV.

The geometry in ORCA input format:
```
! RIJCOSX wB97M-V def2-TZVPD def2/J DEFGRID3
* xyz 2 1
C 3.521 1.043 -0.341
C -2.574 1.557 0.756
C -0.280 1.985 -0.013
C -1.849 0.243 -1.240
C -0.798 -3.128 0.280
C 5.111 -0.810 -0.047
C -0.932 -0.218 0.914
C -1.412 0.973 0.091
N 0.062 -2.118 -0.075
N 4.263 0.264 0.043
N 0.127 -0.898 0.251
H 2.994 1.927 -0.317
H -2.713 2.576 0.267
H -3.403 0.934 0.603
H -2.455 1.791 1.764
H 0.646 1.329 -0.141
H -0.385 2.458 -1.076
H -0.222 2.737 0.853
H -0.839 -0.058 -1.667
H -2.458 0.804 -1.890
H -2.423 -0.795 -1.001
H -0.224 -4.127 0.464
H -1.656 -3.310 -0.481
H -1.401 -2.862 1.183
H 5.236 -1.296 0.933
H 6.109 -0.398 -0.419
H 4.639 -1.667 -0.526
H -1.710 -0.929 1.200
H -0.403 0.066 1.868
H 0.851 -2.370 -0.703
*
```

5.
This record from OMol25 describes C7H16BClF2NO7S3 as an isolated structure. The level of theory is wB97M-V/def2-TZVPD.

The molar mass is 406.67 g/mol. Its LUMO energy is 2.3 eV. Its HOMO energy is -6.7 eV. As for the orbital gap: 8.9 eV.

The geometry in ORCA input format:
```
! RIJCOSX wB97M-V def2-TZVPD def2/J DEFGRID3
* xyz -1 1
C 1.304 0.146 1.489
C 2.099 1.437 1.436
O 3.455 1.145 1.043
C 1.577 2.461 0.438
B 0.184 3.149 0.643
C -1.021 2.648 1.520
C -1.764 1.574 0.709
C -3.003 1.012 1.434
C -3.202 -0.497 1.282
S -3.326 -1.094 -0.389
O -3.863 -2.416 -0.351
O -3.968 -0.086 -1.171
Cl -1.404 -1.244 -0.960
H 1.088 -0.227 0.489
H 1.871 -0.612 2.031
H 0.364 0.263 2.028
H 2.169 1.881 2.433
H 3.566 0.198 0.982
H 2.303 3.281 0.406
H 1.618 2.006 -0.559
H 0.000 4.155 0.014
H -0.741 2.252 2.498
H -1.704 3.484 1.699
H -2.071 1.962 -0.261
H -1.068 0.759 0.542
H -2.909 1.215 2.501
H -3.896 1.515 1.070
H -2.448 -1.065 1.821
H -4.177 -0.785 1.680
N 1.565 -3.709 -2.540
S 1.955 -3.782 -4.080
O 3.332 -4.058 -4.328
O 1.294 -2.833 -4.914
F 1.219 -5.155 -4.389
S 2.131 -2.489 -1.732
O 1.955 -2.685 -0.327
O 1.812 -1.197 -2.258
F 3.705 -2.608 -1.930
*
```

6.
This record from OMol25 describes C28H73AlBr3F2N10O16P3S2 as an isolated structure in a non-equilibrium geometry. The level of theory is wB97M-V/def2-TZVPD.

The molar mass is 1267.69 g/mol. Its LUMO energy is -10.8 eV. As for the energy above the lowest of the compared OMol25 structures with the same formula, charge and spin: 0.0 kcal/mol. Its HOMO energy is -12.1 eV. As for the orbital gap: 1.3 eV.

The geometry in ORCA input format:
```
! RIJCOSX wB97M-V def2-TZVPD def2/J DEFGRID3
* xyz 2 1
Al 29.867 2.099 -3.488
N 28.975 0.423 -1.316
S 27.598 0.555 -0.596
O 27.544 0.515 0.862
O 26.413 0.146 -1.354
F 27.668 2.182 -0.679
S 29.103 -1.189 -0.745
O 28.156 -2.207 -1.248
O 29.623 -1.354 0.597
F 30.436 -1.503 -1.608
C 23.443 -1.082 -0.724
Br 24.003 -0.281 1.036
Br 22.051 -0.030 -1.695
Br 22.776 -2.959 -0.357
H 24.242 -1.152 -1.461
O 30.413 4.077 -1.403
P 30.379 4.927 -0.229
N 29.135 6.120 -0.229
C 29.223 7.380 -0.971
C 27.726 5.728 0.161
N 31.830 5.761 0.081
C 31.919 6.741 1.097
C 33.018 4.911 0.063
N 30.213 4.153 1.336
C 30.303 2.704 1.471
C 29.932 4.845 2.584
H 29.762 8.064 -0.315
H 28.259 7.859 -1.143
H 29.811 7.339 -1.888
H 27.382 4.871 -0.418
H 26.972 6.486 -0.054
H 27.664 5.571 1.237
H 30.969 7.231 1.311
H 32.199 6.283 2.046
H 32.626 7.531 0.843
H 33.787 5.258 0.753
H 32.948 3.854 0.322
H 33.427 4.973 -0.946
H 29.325 2.321 1.759
H 30.606 2.301 0.504
H 31.148 2.398 2.088
H 29.090 4.338 3.055
H 29.667 5.893 2.444
H 30.843 4.734 3.173
O 30.623 -0.578 -4.627
P 31.404 -1.663 -5.238
N 32.973 -1.355 -5.819
C 33.928 -2.317 -6.270
C 33.428 0.061 -5.951
N 30.662 -2.400 -6.618
C 29.594 -1.669 -7.298
C 31.185 -3.500 -7.396
N 31.679 -3.116 -4.267
C 30.560 -4.010 -3.866
C 32.882 -3.202 -3.466
H 33.606 -3.302 -5.933
H 34.845 -2.078 -5.731
H 34.140 -2.255 -7.338
H 34.454 0.170 -6.303
H 33.348 0.632 -5.026
H 32.742 0.526 -6.659
H 28.922 -2.415 -7.722
H 28.894 -1.169 -6.628
H 30.049 -0.997 -8.026
H 31.869 -3.243 -8.205
H 31.690 -4.203 -6.733
H 30.370 -4.082 -7.826
H 29.999 -4.290 -4.758
H 30.938 -4.945 -3.452
H 29.989 -3.538 -3.067
H 33.263 -4.222 -3.510
H 32.676 -2.973 -2.420
H 33.648 -2.466 -3.711
O 32.856 -6.525 -2.828
P 32.939 -6.961 -1.408
N 34.587 -7.212 -0.858
C 34.866 -7.903 0.343
C 35.739 -7.302 -1.832
N 32.258 -8.512 -1.157
C 32.686 -9.651 -1.864
C 30.799 -8.596 -0.954
N 32.278 -5.987 -0.135
C 32.012 -6.480 1.258
C 32.194 -4.503 -0.323
H 33.925 -8.185 0.816
H 35.470 -7.223 0.944
H 35.380 -8.848 0.162
H 36.704 -7.136 -1.354
H 35.546 -6.793 -2.776
H 35.723 -8.345 -2.147
H 33.771 -9.570 -1.790
H 32.377 -10.630 -1.498
H 32.541 -9.761 -2.939
H 30.337 -8.385 -1.918
H 30.489 -9.600 -0.662
H 30.429 -7.851 -0.249
H 31.861 -7.541 1.459
H 32.664 -6.130 2.058
H 31.053 -6.017 1.488
H 32.090 -3.966 0.620
H 31.432 -4.250 -1.060
H 33.152 -4.172 -0.724
C 24.476 -6.103 2.551
O 25.645 -5.300 2.869
C 25.678 -3.946 2.649
O 24.764 -3.282 2.188
O 26.886 -3.600 2.746
C 27.182 -2.259 2.578
H 24.450 -7.089 3.015
H 24.366 -6.103 1.467
H 23.609 -5.565 2.933
H 26.763 -1.613 3.349
H 26.927 -1.856 1.599
H 28.247 -2.082 2.731
C 32.401 -0.072 0.472
O 33.340 0.793 -0.111
C 33.161 1.235 -1.320
O 32.268 0.967 -2.117
O 34.238 2.100 -1.540
C 34.448 2.636 -2.864
H 32.549 0.037 1.546
H 32.551 -1.093 0.120
H 31.393 0.334 0.388
H 34.026 3.622 -3.056
H 34.109 2.019 -3.695
H 35.479 2.952 -3.025
C 24.605 0.103 -4.022
O 25.575 -0.853 -3.907
C 26.861 -0.528 -4.251
O 27.413 0.548 -4.561
O 27.507 -1.712 -4.333
C 27.000 -2.961 -4.138
H 23.627 -0.306 -3.767
H 24.592 0.660 -4.959
H 24.697 0.884 -3.268
H 26.451 -2.993 -3.197
H 27.788 -3.709 -4.058
H 26.267 -3.346 -4.848
*
```